Computed, not measured: a cluster of 2 separate species, C3H3BBrNO2S in total, with wB97M-V/def2-TZVPD.

```
12
Properties=species:S:1:pos:R:3:mulliken_charge:R:1
C -0.92 -2.52 -0.46 -0.235
C -0.56 -1.37 -0.76 -0.277
B 0.15 -0.07 -1.21 0.639
O 1.17 0.59 -0.54 -0.715
O -0.44 0.45 -2.31 -0.477
H -1.42 -3.38 -0.17 0.437
H 1.15 1.54 -0.43 0.375
H -0.05 1.30 -2.66 0.303
N -1.30 1.48 1.25 -0.347
C -0.28 1.01 1.45 0.340
S 1.24 0.40 1.81 0.130
Br 1.26 0.58 4.03 -0.174
```

The calculation puts the LUMO energy at -0.70 eV. As for the HOMO-LUMO gap: 0.3322 Ha. As for the SMILES: C#CB(O)O.N#CSBr. For the relative energy (zero: lowest compared OMol25 entry of this formula, charge and spin), the calculation gives 0.0 kcal/mol. Its spin multiplicity is 1. The total charge is 0. Its HOMO energy is -9.7 eV.